The following is a DFT calculation (the ωB97M-V functional and the def2-TZVPD basis) of a cluster of 11 separate species, C22H61F3NO13 in total at a distorted geometry.

Bonds (Å) are listed after each position.
CARTESIAN COORDINATES (ANGSTROEM)
1 H 1.1720 -2.9443 -4.7737  C34 1.093
2 C -4.5786 -2.2270 -2.7440  H23 1.090, O49 1.421, H99 1.093, H100 1.092
3 C 1.3490 0.3562 0.2538  N6 1.485, C38 1.624, C42 1.580, C77 1.632
4 H -8.0272 0.2435 -3.9646  C26 1.089
5 H 0.4476 2.8309 2.7853  C16 1.129
6 N 1.7403 1.7449 -0.0965  C3 1.485, O59 1.305, C94 1.479
7 H 1.5679 4.1624 2.2248  C16 1.130
8 H 10.0226 -3.4853 -2.3265  C51 1.093
9 H -7.7994 1.3946 -2.6266  C26 1.093
10 H 3.8927 3.3609 6.8928  C48 1.087
11 C -2.3009 0.7013 -0.0165  H27 1.135, H69 1.140, C72 1.588, C91 1.590
12 C 1.4064 0.7981 5.0629  H17 1.093, H60 1.090, H65 1.091, O85 1.425
13 C 1.3196 4.1755 -0.2078  H18 1.139, H20 1.126, H82 1.142, C94 1.619
14 H -3.8600 -2.3328 -7.1784  C44 1.090
15 H 2.9702 -1.2459 0.5971  C77 1.136
16 C 1.2979 3.0743 2.0840  H5 1.129, H7 1.130, H79 1.136, C94 1.615
17 H 0.9940 0.6551 6.0650  C12 1.093
18 H 2.4496 4.3215 -0.2207  C13 1.139
19 O -2.7554 -1.1292 1.7111  H21 0.974, C91 1.432
20 H 0.8649 4.2503 -1.2357  C13 1.126
21 H -3.1091 -0.7938 2.5538  O19 0.974
22 C 5.0588 -2.3252 -2.4628  H56 1.094, H58 1.092, H67 1.090, O90 1.424
23 H -4.5799 -1.1528 -2.5567  C2 1.090
24 H -6.7093 -0.2957 -1.5113  O36 0.965
25 H 0.4744 -0.1432 -1.8246  C38 1.128
26 C -7.3778 0.5251 -3.1367  H4 1.089, H9 1.093, H29 1.093, O36 1.421
27 H -1.9153 0.2582 -0.9882  C11 1.135
28 H -0.8277 2.6653 -0.8324  C98 1.143
29 H -6.3841 0.7669 -3.5231  C26 1.093
30 C 5.3161 5.9100 5.4524  H61 1.090, O63 1.422, H83 1.093, H96 1.093
31 H -2.2202 -1.8058 -6.7278  C44 1.093
32 H -1.2576 3.4841 0.7207  C98 1.139
33 H -3.6412 -1.1788 -5.8395  C44 1.094
34 C 0.2742 -3.1206 -4.1761  H1 1.093, H47 1.093, O62 1.422, H74 1.090
35 O -3.1303 -3.1390 -5.4428  C44 1.418, H89 0.969
36 O -7.2898 -0.5681 -2.2329  H24 0.965, C26 1.421
37 C -8.1554 -3.9316 -1.5834  H54 1.094, O64 1.418, H76 1.094, H78 1.090
38 C 1.2790 -0.5050 -1.1209  C3 1.624, H25 1.128, H81 1.135, H93 1.144
39 H -0.0616 -1.2394 -3.8471  O62 0.963
40 H 5.4803 2.7910 7.4536  C48 1.093
41 H 4.4498 -3.4098 -0.9803  O90 0.963
42 C 0.0571 0.1718 1.1450  C3 1.580, H45 1.142, H55 1.142, C72 1.592
43 H -8.3746 -2.0687 -1.1016  O64 0.966
44 C -3.2150 -2.0492 -6.3467  H14 1.090, H31 1.093, H33 1.094, O35 1.418
45 H 0.3303 0.1043 2.2520  C42 1.142
46 H 3.4833 0.4605 1.0959  C77 1.141
47 H 0.5533 -3.3395 -3.1422  C34 1.093
48 C 4.4170 2.5471 7.3870  H10 1.087, H40 1.093, O75 1.425, H80 1.094
49 O -3.2827 -2.7413 -2.4680  C2 1.421, H52 0.964
50 H -1.5568 0.8419 2.8419  O84 0.972
51 C 9.1782 -3.3058 -2.9968  H8 1.093, H70 1.090, H71 1.093, O86 1.422
52 H -3.3113 -3.6891 -2.6411  O49 0.964
53 H 8.9906 -1.4388 -2.5096  O86 0.963
54 H -7.7817 -3.7156 -2.5883  C37 1.094
55 H -0.3671 -0.8585 0.8937  C42 1.142
56 H 4.8791 -3.1025 -3.2110  C22 1.094
57 H -3.5823 -1.0824 -0.1800  C91 1.143
58 H 6.1057 -2.3415 -2.1529  C22 1.092
59 O 1.9142 1.9347 -1.3758  N6 1.305
60 H 0.8822 1.6169 4.5708  C12 1.090
61 H 5.7415 5.0231 4.9839  C30 1.090
62 O -0.5651 -1.9733 -4.2161  C34 1.422, H39 0.963
63 O 4.3863 5.4992 6.4467  C30 1.422, H88 0.963
64 O -8.9445 -2.8481 -1.1205  C37 1.418, H43 0.966
65 H 2.4687 1.0365 5.1285  C12 1.091
66 F -4.5775 1.3394 1.9876  C68 1.383
67 H 4.8243 -1.3509 -2.8914  C22 1.090
68 C -4.7020 0.3044 1.0790  F66 1.383, F73 1.399, C91 1.604, F97 1.391
69 H -2.9109 1.6157 -0.3191  C11 1.140
70 H 8.5441 -4.1914 -3.0213  C51 1.090
71 H 9.5430 -3.0952 -4.0052  C51 1.093
72 C -1.1227 1.2156 0.9164  C11 1.588, C42 1.592, O84 1.460, C98 1.615
73 F -5.3267 0.8307 -0.0568  C68 1.399
74 H -0.2722 -3.9685 -4.5889  C34 1.090
75 O 4.2437 1.3571 6.6231  C48 1.425, H87 0.963
76 H -7.3159 -4.0980 -0.9019  C37 1.094
77 C 2.6130 -0.2770 1.0700  C3 1.632, H15 1.136, H46 1.141, H92 1.129
78 H -8.7750 -4.8276 -1.6150  C37 1.090
79 H 2.2108 2.4613 2.3682  C16 1.136
80 H 4.0028 2.4061 8.3892  C48 1.094
81 H 2.2979 -0.6028 -1.6116  C38 1.135
82 H 0.8514 5.0126 0.4114  C13 1.142
83 H 6.1171 6.4944 5.9122  C30 1.093
84 O -1.6763 1.5780 2.2181  H50 0.972, C72 1.460
85 O 1.2257 -0.3891 4.2952  C12 1.425, H95 0.963
86 O 8.4103 -2.2075 -2.5222  C51 1.422, H53 0.963
87 H 4.7163 0.6534 7.0803  O75 0.963
88 H 4.0243 6.2977 6.8460  O63 0.963
89 H -2.5532 -2.8614 -4.7153  O35 0.969
90 O 4.2189 -2.5444 -1.3337  C22 1.424, H41 0.963
91 C -3.3000 -0.3432 0.6448  C11 1.590, O19 1.432, H57 1.143, C68 1.604
92 H 2.3678 -0.5064 2.1475  C77 1.129
93 H 0.9962 -1.5732 -0.8254  C38 1.144
94 C 0.9178 2.7970 0.5395  N6 1.479, C13 1.619, C16 1.615, C98 1.586
95 H 1.6966 -1.0961 4.7492  O85 0.963
96 H 4.8071 6.5096 4.6936  C30 1.093
97 F -5.5652 -0.6253 1.6481  C68 1.391
98 C -0.6404 2.6265 0.2949  H28 1.143, H32 1.139, C72 1.615, C94 1.586
99 H -5.3110 -2.7081 -2.0910  C2 1.093
100 H -4.8326 -2.4119 -3.7900  C2 1.092

Computed properties:
⟨S²⟩   0.754
Total charge   0
Calculated total energy   -60055.3956 eV
Kohn-Sham gap (alpha / beta)   8.7 / 9.7 eV
2S+1   2
LUMO energy (alpha / beta)   0.4902 / 0.4405 eV
E_HOMO (alpha / beta)   -8.2 / -9.2 eV
Maximum force   3.81 eV Å⁻¹